{"formula": "C25H25NOTc", "method": "wB97M-V/def2-TZVPD", "species": ["Tc", "O", "N", "C", "C", "C", "C", "C", "C", "C", "C", "C", "C", "C", "C", "C", "C", "C", "C", "C", "C", "C", "C", "C", "C", "C", "C", "C", "H", "H", "H", "H", "H", "H", "H", "H", "H", "H", "H", "H", "H", "H", "H", "H", "H", "H", "H", "H", "H", "H", "H", "H", "H"], "coordinates": [[-0.494, 0.215, -0.328], [-0.555, 0.548, 2.282], [1.038, -1.033, 0.999], [0.558, 0.158, 2.999], [-0.100, -3.286, -3.204], [2.414, -1.371, 2.983], [1.674, -2.017, 0.389], [-2.391, 1.132, -1.041], [-1.433, 1.198, -2.074], [1.034, -3.946, -2.762], [-1.899, 1.917, 0.055], [2.693, -0.993, 4.311], [1.920, -0.063, 4.946], [0.048, -1.671, -1.369], [-0.599, 2.417, -0.258], [-1.601, 0.765, -3.496], [-3.740, 0.486, -1.080], [0.200, 3.404, 0.534], [3.140, -2.361, 2.276], [-0.569, -2.171, -2.519], [1.350, -0.752, 2.293], [2.759, -2.696, 1.019], [1.659, -3.511, -1.607], [-2.704, 2.232, 1.281], [0.812, 0.510, 4.296], [-0.285, 1.923, -1.586], [1.156, -2.404, -0.917], [0.895, 2.305, -2.426], [-3.487, 2.956, 1.042], [-4.531, 1.238, -1.135], [1.209, 3.488, 0.133], [-0.617, -3.640, -4.089], [-3.188, 1.345, 1.693], [-0.798, 1.443, 2.500], [-2.110, 2.705, 2.068], [-3.838, -0.168, -1.946], [1.686, 2.745, -1.820], [-2.356, -0.010, -3.613], [-0.667, 0.397, -3.918], [3.526, -1.466, 4.817], [0.311, 3.117, 1.584], [-1.927, 1.621, -4.094], [1.316, 1.430, -2.924], [1.417, -4.804, -3.300], [0.159, 1.199, 4.818], [2.131, 0.223, 5.968], [3.977, -2.856, 2.755], [2.525, -4.056, -1.256], [-3.913, -0.119, -0.189], [3.279, -3.472, 0.481], [-1.457, -1.687, -2.895], [-0.247, 4.403, 0.517], [0.620, 3.032, -3.196]], "molar_mass_g_mol": 453.48, "orbital_gap_ev": [6.590, 6.258], "largest_force_ha_per_bohr": 0.034, "e_tot_ha": -1178.40734, "multiplicity": 2, "relative_energy_ev": 0.880}